1.
{
  "formula": "H17NO7",
  "method": "wB97M-V/def2-TZVPD",
  "elements": ["N", "H", "H", "H", "H", "H", "O", "H", "H", "O", "H", "H", "O", "H", "H", "O", "H", "H", "O", "H", "H", "O", "H", "H", "O"],
  "xyz": [[-1.18322, -0.82355, 1.71016], [1.16313, 0.72793, -1.10087], [-0.80642, -1.72982, 1.45273], [-1.46175, -0.25153, 0.92428], [0.86857, 1.48951, 1.33788], [0.49206, 0.25599, 2.09630], [1.25205, 0.86475, 1.97712], [-1.84374, -0.79851, 2.46756], [-0.95416, -2.56822, -1.74780], [-0.40714, -1.81222, -1.49673], [-1.48046, 2.72182, -2.79561], [-0.38329, 3.12008, -0.72056], [-1.05433, 2.56079, -1.95122], [2.03902, -1.85119, 0.33572], [2.73549, -0.47677, 0.77703], [2.89272, -1.35561, 0.41820], [-1.32271, 1.11135, -1.25396], [-1.43648, -0.40036, -1.43063], [-1.67538, 0.30579, -0.79529], [0.79493, -3.71937, 0.32002], [0.05012, -2.17762, -0.60339], [0.62492, -2.82078, 0.62201], [1.81595, 0.47172, -1.34000], [-0.73428, 3.66710, 0.69459], [0.01444, 3.48871, 0.10248]],
  "forces_ev_per_a": [[0.4, 0.8, 0.6], [0.0, 0.1, 0.0], [0.1, -0.2, 0.0], [-0.1, -0.4, 0.0], [0.4, 0.0, 0.2], [0.1, -0.3, 0.0], [-0.5, 0.4, -0.2], [-0.1, -0.3, -0.1], [0.2, 0.1, 0.0], [-0.2, -0.5, -0.3], [-0.3, 0.1, -0.5], [0.4, 0.4, 1.2], [-0.3, -0.4, -0.6], [-0.1, 0.2, 0.6], [-0.6, -0.2, 0.1], [0.8, -0.1, -0.5], [0.0, -0.5, 0.7], [0.6, -0.8, 0.6], [-0.5, 1.6, -1.2], [0.0, 0.0, 0.1], [0.1, -0.1, 0.1], [-0.4, 0.1, -0.6], [0.0, 0.0, 0.0], [0.3, -0.1, -0.3], [-0.2, 0.1, 0.2]],
  "mulliken_spin": [0.01, 0.00, 0.00, -0.01, 0.00, 0.00, 0.00, 0.00, 0.00, 0.01, -0.02, -0.01, 0.86, 0.00, 0.00, 0.00, -0.01, -0.01, 0.14, 0.00, 0.00, 0.00, 0.00, 0.00, 0.03],
  "total_charge": -1,
  "largest_force_ev_per_a": 2.1,
  "e_above_lowest_kcal_mol": 42.3,
  "lumo_ev": [2.62, -1.26],
  "molar_mass_g_mol": 143.136,
  "energy_ha": -591.532814,
  "multiplicity": 2,
  "s2": 0.756,
  "orbital_gap_ha": [0.272, 0.129]
}

2.
{
  "formula": "H18O9",
  "method": "wB97M-V/def2-TZVPD",
  "elements": ["O", "H", "H", "O", "H", "H", "O", "H", "H", "O", "H", "H", "O", "H", "H", "O", "H", "H", "O", "H", "H", "O", "H", "H", "O", "H", "H"],
  "xyz": [[0.27308, 0.70453, -9.78420], [-0.29676, 1.42520, -9.51560], [-0.01042, -0.03747, -9.25006], [-2.35939, 0.88644, -11.82694], [-2.61573, 0.84045, -12.74802], [-1.51742, 1.34171, -11.83460], [-2.57743, 1.73770, -9.15558], [-2.64604, 0.89820, -8.70086], [-2.73840, 1.52639, -10.07518], [-1.44259, 4.12530, -7.92067], [-0.95337, 4.14658, -8.74313], [-2.05335, 3.39549, -8.02354], [-0.08103, 3.88822, -10.31540], [0.18196, 4.75284, -9.99996], [-0.04023, 3.95808, -11.26917], [1.24873, 1.06488, -12.64737], [2.12182, 1.24854, -12.30064], [0.67396, 1.67575, -12.18616], [3.06598, 1.99551, -10.28048], [2.24280, 1.75886, -9.85317], [2.93513, 2.89841, -10.57010], [0.44367, -3.15447, -9.39274], [0.21348, -2.48127, -8.75240], [1.24323, -3.55119, -9.04697], [-0.35935, -1.62352, -7.40840], [-1.23701, -1.73703, -7.04364], [0.21362, -1.57162, -6.64339]],
  "forces_ev_per_a": [[0.4, 0.3, -0.2], [-0.4, 0.4, 0.3], [0.0, -0.3, 0.1], [-0.2, 0.1, 0.2], [-0.2, -0.1, -0.2], [0.4, -0.2, 0.0], [0.2, 0.2, 0.6], [-0.1, -0.2, 0.1], [-0.2, -0.1, -0.7], [0.1, 0.6, 0.7], [-0.4, -0.4, 0.0], [-0.2, -0.3, -0.3], [0.3, -0.3, -0.2], [0.3, 0.4, 0.0], [-0.1, 0.1, -0.3], [-0.3, 0.0, -0.7], [0.3, 0.0, 0.4], [0.1, -0.1, 0.3], [0.4, 0.0, -0.3], [-0.6, -0.4, 0.2], [0.0, 0.3, 0.0], [0.2, -0.4, -0.7], [-0.2, 0.1, 0.3], [0.2, -0.1, 0.0], [-0.2, 0.6, 0.2], [-0.3, -0.1, 0.0], [0.3, 0.1, 0.2]],
  "mulliken_charge": [-0.53, 0.28, 0.29, -0.64, 0.29, 0.33, -0.60, 0.29, 0.31, -0.66, 0.37, 0.35, -0.66, 0.32, 0.30, -0.60, 0.35, 0.22, -0.64, 0.33, 0.31, -0.65, 0.40, 0.28, -0.62, 0.30, 0.30],
  "largest_force_ev_per_a": 0.9,
  "e_above_lowest_kcal_mol": 55.1,
  "lumo_ev": -0.10,
  "molar_mass_g_mol": 162.135,
  "smiles": "O.O.O.O.O.O.O.O.O",
  "energy_ha": -687.937952,
  "orbital_gap_ha": 0.392
}

3.
{
  "formula": "H18O9",
  "method": "wB97M-V/def2-TZVPD",
  "elements": ["H", "H", "H", "H", "H", "H", "H", "H", "H", "H", "H", "H", "H", "H", "H", "H", "H", "H", "O", "O", "O", "O", "O", "O", "O", "O", "O"],
  "xyz": [[-0.44791, 1.51282, 0.98604], [0.35405, 0.38336, 1.63794], [-0.03695, -2.95417, 0.20210], [-1.00104, -4.01664, 0.67194], [-2.83179, 2.42681, 0.61411], [-3.97365, 1.39770, 0.61631], [-0.69077, -1.74876, -2.03606], [-1.46556, -0.92775, -2.97820], [4.65342, 1.44067, 2.90107], [4.51378, 0.10351, 3.67592], [-1.05553, 4.36707, -1.14143], [-0.31172, 5.23518, -2.20227], [2.77180, 0.47358, -1.84840], [3.82161, -0.48048, -2.48099], [-2.61792, -0.69597, 0.86412], [-3.01247, -1.57200, 1.89010], [2.06138, -2.13753, -2.08124], [0.81965, -2.58922, -1.34936], [-0.33900, 1.02162, 1.85718], [-0.68081, -3.19030, 0.87903], [-3.60486, 2.08878, 1.19061], [-1.51493, -1.67157, -2.46699], [4.07020, 0.63375, 3.03066], [-0.43416, 4.27822, -1.88954], [3.73611, 0.28399, -1.90510], [-2.81692, -1.65082, 1.01699], [1.39058, -1.82094, -1.45556]],
  "forces_ev_per_a": [[0.2, -0.9, 1.7], [-0.1, 0.0, 0.2], [-0.2, -0.2, 0.4], [-1.2, -2.9, -0.8], [-1.9, -0.7, 1.6], [-0.1, 0.2, 0.3], [1.3, 0.2, 0.6], [0.2, 3.0, -2.1], [-1.1, -1.6, 0.3], [0.5, -0.4, 0.6], [0.4, 0.0, -0.5], [-0.2, -2.1, 0.7], [1.0, -0.3, -0.1], [0.0, 0.1, 0.0], [0.1, -1.1, -0.4], [-1.0, -0.3, 4.3], [-0.2, 0.2, 0.3], [0.2, -0.2, -0.1], [-0.1, 0.8, -2.0], [1.8, 2.7, 0.6], [1.9, 0.5, -1.9], [-1.7, -2.9, 1.3], [0.6, 2.0, -0.9], [-0.2, 2.1, -0.1], [-0.9, 0.3, 0.1], [0.5, 1.8, -3.8], [0.1, -0.2, -0.3]],
  "mulliken_charge": [0.28, 0.32, 0.29, 0.29, 0.29, 0.32, 0.36, 0.28, 0.32, 0.31, 0.31, 0.34, 0.32, 0.29, 0.29, 0.27, 0.29, 0.25, -0.61, -0.54, -0.62, -0.59, -0.63, -0.64, -0.61, -0.55, -0.63],
  "largest_force_ev_per_a": 4.5,
  "e_above_lowest_kcal_mol": 98.8,
  "lumo_ev": -0.12,
  "molar_mass_g_mol": 162.135,
  "smiles": "O.O.O.O.O.O.O.O.O",
  "energy_ha": -687.868365,
  "orbital_gap_ha": 0.381
}

4.
{
  "formula": "H18O9",
  "method": "wB97M-V/def2-TZVPD",
  "elements": ["O", "H", "H", "O", "H", "H", "O", "H", "H", "O", "H", "H", "O", "H", "H", "O", "H", "H", "O", "H", "H", "O", "H", "H", "O", "H", "H"],
  "xyz": [[0.60147, 0.51083, 2.41073], [0.56458, 1.42657, 2.13451], [0.31797, 0.52429, 3.32488], [-0.72055, -3.26148, -1.45138], [-0.28680, -3.83686, -2.08149], [-0.90236, -2.46068, -1.94322], [1.90333, 1.37417, -0.36367], [1.25544, 0.67349, -0.28946], [1.47471, 2.13901, 0.02046], [-2.17181, 0.40922, -1.77298], [-2.54155, 0.38417, -0.89043], [-2.89710, 0.69382, -2.32904], [1.87158, -2.49014, -0.51789], [1.23047, -1.81099, -0.30823], [1.52928, -3.28046, -0.10019], [-0.69930, 2.72358, -2.45886], [-1.00722, 1.81729, -2.45039], [0.19399, 2.67037, -2.79860], [-0.01157, -0.56597, -0.07055], [-0.67994, 0.05677, -0.35637], [0.10289, -0.38390, 0.86218], [-2.10329, 1.60638, 0.67612], [-2.36417, 2.48747, 0.40807], [-2.26714, 1.58397, 1.61892], [2.78194, -1.03259, 3.21006], [1.90496, -0.64899, 3.21263], [2.92012, -1.30944, 2.30425]],
  "forces_ev_per_a": [[-0.4, 0.0, 0.1], [0.2, 0.3, -0.2], [-0.3, 0.0, 0.3], [-0.4, -0.3, 0.2], [0.2, -0.1, -0.1], [0.0, 0.3, 0.0], [0.6, 0.6, 0.0], [-0.3, -0.6, -0.2], [0.0, 0.3, -0.1], [0.1, -0.3, -0.5], [-0.2, 0.2, 0.5], [-0.2, 0.0, -0.3], [1.0, -0.2, 0.1], [-0.4, 0.1, -0.3], [-0.2, -0.1, 0.0], [0.0, 0.5, 0.0], [-0.2, -0.4, 0.2], [0.3, 0.1, 0.0], [-0.1, -0.1, -0.2], [-0.2, 0.1, -0.3], [-0.1, 0.0, 0.7], [0.1, -0.2, 0.2], [0.0, 0.3, -0.3], [-0.1, -0.1, 0.3], [0.3, -0.3, 0.5], [0.2, 0.1, -0.3], [0.1, -0.1, -0.3]],
  "mulliken_charge": [-0.63, 0.25, 0.33, -0.59, 0.31, 0.28, -0.63, 0.36, 0.30, -0.65, 0.29, 0.28, -0.63, 0.40, 0.29, -0.63, 0.32, 0.33, -0.72, 0.29, 0.41, -0.57, 0.30, 0.27, -0.63, 0.32, 0.32],
  "largest_force_ev_per_a": 1.0,
  "e_above_lowest_kcal_mol": 55.8,
  "lumo_ev": -0.46,
  "molar_mass_g_mol": 162.135,
  "smiles": "O.O.O.O.O.O.O.O.O",
  "energy_ha": -687.936833,
  "orbital_gap_ha": 0.356
}

5.
{
  "formula": "H18O9",
  "method": "wB97M-V/def2-TZVPD",
  "elements": ["O", "H", "H", "O", "H", "H", "O", "H", "H", "O", "H", "H", "O", "H", "H", "O", "H", "H", "O", "H", "H", "O", "H", "H", "O", "H", "H"],
  "xyz": [[0.43112, -2.43447, -0.97643], [1.30206, -2.52111, -0.58890], [0.47151, -1.62014, -1.47792], [-0.04344, 1.93017, 1.48933], [0.25962, 1.63392, 2.34760], [-0.03485, 1.14183, 0.94651], [0.29539, -0.67441, -2.14566], [0.51520, -0.01498, -2.80373], [-0.65751, -0.62766, -2.06803], [-2.23576, -0.51103, -0.25607], [-2.21923, -1.36643, 0.17316], [-2.43055, 0.10719, 0.44826], [1.39938, 1.54274, -1.78086], [1.02650, 0.90325, -1.17403], [0.89391, 2.34121, -1.62855], [0.14641, 0.10426, 0.34085], [0.15723, -0.67124, 0.90185], [-0.33344, -0.17125, -0.44022], [1.68304, 0.45422, 2.02189], [2.26816, 0.99046, 2.55696], [2.19405, 0.24966, 1.23878], [-1.67883, 0.02493, -2.27028], [-2.15427, -0.58483, -2.83454], [-2.17214, 0.02726, -1.45000], [0.08455, -0.38872, 3.24920], [0.75917, -0.36254, 2.57065], [0.07275, 0.49771, 3.61019]],
  "forces_ev_per_a": [[-0.2, -4.3, 3.4], [0.1, -0.4, 0.2], [1.3, -0.6, -0.4], [-1.5, 5.0, 2.3], [-0.5, 0.7, -0.5], [-0.2, 0.6, 0.3], [4.4, 2.1, -3.2], [0.4, 0.2, 0.0], [-1.0, 0.0, -0.4], [-1.7, -0.9, 3.6], [0.0, -0.6, -0.1], [0.0, 0.4, 0.6], [0.5, 0.7, -0.4], [0.2, -0.1, 0.2], [0.0, 0.4, 0.1], [0.7, -3.8, -2.6], [-0.2, -0.4, 0.0], [0.1, -0.2, 0.0], [4.9, 0.3, -1.2], [0.3, 0.1, 0.4], [0.2, 0.2, -0.5], [-3.6, 2.4, -4.1], [-0.5, 0.1, -0.6], [-0.8, 0.2, -0.1], [-2.8, -1.7, 2.1], [0.1, -0.2, 0.7], [-0.3, -0.1, 0.2]],
  "mulliken_charge": [-0.76, 0.24, 0.59, -0.78, 0.18, 0.59, -0.86, 0.34, 0.53, -0.64, 0.30, 0.32, -0.70, 0.48, 0.33, -0.51, 0.39, 0.07, -0.59, 0.24, 0.25, -0.74, 0.31, 0.42, -0.69, 0.37, 0.33],
  "largest_force_ev_per_a": 6.0,
  "e_above_lowest_kcal_mol": 201.8,
  "lumo_ev": 0.14,
  "molar_mass_g_mol": 162.135,
  "energy_ha": -687.704137,
  "orbital_gap_ha": 0.358
}

6.
{
  "formula": "H18O9",
  "method": "wB97M-V/def2-TZVPD",
  "elements": ["O", "H", "H", "O", "H", "H", "O", "H", "H", "O", "H", "H", "O", "H", "H", "O", "H", "H", "O", "H", "H", "O", "H", "H", "O", "H", "H"],
  "xyz": [[-0.13921, 2.70161, 0.31446], [-0.74838, 3.08337, -0.32139], [-0.47423, 2.73930, 1.19046], [1.00274, -0.61547, 2.25778], [1.86686, -0.58921, 1.83907], [0.89519, -1.51326, 2.54628], [2.37560, 1.91661, -0.53589], [1.47319, 2.21190, -0.37528], [2.53132, 2.06291, -1.47364], [-1.66219, -2.53618, 1.55859], [-1.61816, -2.39693, 2.49998], [-0.91697, -2.03641, 1.20275], [-1.39591, -2.56426, -2.92316], [-1.40165, -2.35805, -1.97752], [-2.18262, -3.12494, -2.90969], [-0.68104, 1.41140, 2.88050], [-1.24636, 0.76433, 3.31025], [0.15240, 0.93614, 2.76572], [3.38344, -1.24574, 0.48706], [3.10536, -0.38848, 0.11654], [4.31020, -1.02139, 0.40258], [-1.76643, 0.03273, -0.28349], [-1.94983, -0.73724, 0.26404], [-1.07730, 0.51195, 0.19694], [-1.30751, 1.06705, -4.00770], [-0.46865, 0.82679, -4.42096], [-1.27026, 0.47651, -3.24590]],
  "forces_ev_per_a": [[0.9, -0.3, -1.6], [-0.3, 0.1, 0.3], [-0.8, 0.0, 1.3], [-0.2, 0.4, -0.2], [0.4, -0.2, -0.2], [0.1, -0.6, 0.3], [0.6, -0.4, -0.2], [-0.4, 0.1, 0.3], [0.0, 0.0, 0.0], [0.1, 0.1, -0.6], [-0.1, 0.1, 0.5], [0.2, -0.1, 0.1], [-0.6, -0.3, 0.8], [0.6, 0.5, -0.1], [0.0, -0.1, -0.7], [-0.1, 0.3, 0.0], [-0.1, 0.1, 0.0], [0.0, -0.2, 0.0], [-0.1, 1.2, -0.3], [-1.0, -0.1, -0.1], [0.9, -0.8, 0.4], [0.3, -0.1, -0.1], [-0.3, 0.1, 0.1], [0.0, 0.2, 0.0], [0.6, -0.3, 0.2], [-0.1, 0.3, -0.3], [-0.5, 0.0, 0.2]],
  "mulliken_charge": [-0.67, 0.30, 0.26, -0.63, 0.32, 0.27, -0.64, 0.38, 0.32, -0.65, 0.31, 0.31, -0.63, 0.32, 0.31, -0.62, 0.25, 0.40, -0.66, 0.33, 0.32, -0.62, 0.33, 0.38, -0.64, 0.31, 0.32],
  "largest_force_ev_per_a": 1.9,
  "e_above_lowest_kcal_mol": 49.0,
  "lumo_ev": 0.00,
  "molar_mass_g_mol": 162.135,
  "smiles": "O.O.O.O.O.O.O.O.O",
  "energy_ha": -687.947655,
  "orbital_gap_ha": 0.407
}